A.
# C9H16O3

One molecule with the formula C9H16O3 (ωB97M-V/def2-TZVPD, the Open Molecules 2025 dataset).

For the lowest unoccupied orbital energy, the calculation gives 0.90 eV. For the frontier orbital gap, the calculation gives 10.97 eV. As for the spin multiplicity: 1.

Bonds (Å) are listed after each position.
Positions of all 28 atoms, in Å:
1 O -1.507 2.315 -0.431  C4 1.228
2 O 0.380 2.309 0.884  C4 1.344, C5 1.468
3 O -0.698 -0.392 1.969  C9 1.409, C12 1.423
4 C -0.831 1.875 0.495  O1 1.228, O2 1.344, C9 1.513
5 C 0.835 3.396 0.008  O2 1.468, H13 1.122, H14 1.076, H15 1.123
6 C 2.421 -1.350 0.508  C10 1.478, H16 1.109, H17 1.185, H18 1.161
7 C -0.573 -0.755 -1.806  C11 1.567, H19 1.106, H20 1.050, H21 1.064
8 C -2.211 -1.854 0.634  C12 1.592, H22 1.085, H23 1.061, H24 1.109
9 C -1.290 0.594 1.155  O3 1.409, C4 1.513, C12 1.570, H25 1.104
10 C 1.497 -0.585 -0.355  C6 1.478, C11 1.548, H26 1.165, H27 1.064
11 C 0.088 -1.219 -0.463  C7 1.567, C10 1.548, C12 1.578, H28 1.123
12 C -0.969 -0.859 0.652  O3 1.423, C8 1.592, C9 1.570, C11 1.578
13 H 1.360 3.097 -0.938  C5 1.122
14 H 0.051 4.106 -0.189  C5 1.076
15 H 1.662 3.975 0.500  C5 1.123
16 H 2.761 -2.338 0.136  C6 1.109
17 H 2.007 -1.460 1.612  C6 1.185
18 H 3.405 -0.800 0.788  C6 1.161
19 H -1.668 -0.624 -1.724  C7 1.106
20 H -0.513 -1.525 -2.516  C7 1.050
21 H -0.114 0.117 -2.207  C7 1.064
22 H -2.133 -2.156 1.673  C8 1.085
23 H -3.167 -1.414 0.497  C8 1.061
24 H -2.044 -2.726 -0.032  C8 1.109
25 H -2.379 0.761 1.226  C9 1.104
26 H 1.463 0.574 -0.243  C10 1.165
27 H 2.008 -0.725 -1.278  C10 1.064
28 H 0.160 -2.335 -0.556  C11 1.123



B.
# C9H16O3

One molecule with the formula C9H16O3 (ωB97M-V/def2-TZVPD, the Open Molecules 2025 dataset).

For the lowest unoccupied orbital energy, the calculation gives 0.92 eV. For the frontier orbital gap, the calculation gives 9.24 eV. As for the spin multiplicity: 1.

Bonds (Å) are listed after each position.
Positions of all 28 atoms, in Å:
1 O -0.276 0.366 -0.969  C4 1.360, C12 1.422
2 O -0.402 0.979 1.284  C5 1.340, C12 1.445
3 O -0.666 -1.225 0.731  C8 1.433, C12 1.418
4 C -0.335 -0.582 -1.943  O1 1.360, C6 1.361, H13 1.099
5 C 0.937 1.011 1.342  O2 1.340, C7 1.352, H14 1.093
6 C 0.149 -0.291 -3.181  C4 1.361, C9 1.543, H15 1.091
7 C 1.543 1.704 2.332  C5 1.352, C10 1.510, H16 1.057
8 C -1.202 -1.588 2.010  O3 1.433, H17 1.125, H18 1.104, H19 1.119
9 C 0.155 -1.279 -4.366  C6 1.543, H20 1.114, H21 1.089, H22 1.107
10 C 3.037 1.796 2.528  C7 1.510, H23 1.072, H24 1.102, H25 1.104
11 C -2.434 0.316 0.123  C12 1.537, H26 1.088, H27 1.100, H28 1.076
12 C -0.920 0.091 0.268  O1 1.422, O2 1.445, O3 1.418, C11 1.537
13 H -0.721 -1.590 -1.739  C4 1.099
14 H 1.535 0.418 0.645  C5 1.093
15 H 0.494 0.730 -3.356  C6 1.091
16 H 0.853 2.142 3.003  C7 1.057
17 H -0.560 -2.436 2.379  C8 1.125
18 H -1.161 -0.807 2.790  C8 1.104
19 H -2.267 -1.925 1.957  C8 1.119
20 H 0.068 -2.321 -3.980  C9 1.114
21 H 1.083 -1.179 -4.926  C9 1.089
22 H -0.715 -1.043 -5.007  C9 1.107
23 H 3.569 1.194 1.819  C10 1.072
24 H 3.260 1.474 3.558  C10 1.102
25 H 3.356 2.848 2.419  C10 1.104
26 H -2.557 1.300 -0.324  C11 1.088
27 H -2.913 0.308 1.114  C11 1.100
28 H -2.908 -0.413 -0.511  C11 1.076



It is B that is most stable; the runner-up trails by 0.461 eV.